DFT (the ωB97M-V functional and the def2-TZVPD basis) results for a 9-piece molecular cluster, C27H63N9O9 overall in a non-equilibrium geometry.

Properties
**Lowest unoccupied orbital energy**: -0.0477 eV
**Charge**: 0
**SMILES string**: CNC(C)=O.CNC(C)=O.CNC(C)=O.CNC(C)=O.CNC(C)=O.CNC(C)=O.CNC(C)=O.CNC(C)=O.CNC(C)=O
**DFT total energy**: -60847.9429 eV
**Kohn-Sham gap**: 9.27 eV
**Maximum force**: 12.019 eV Å⁻¹

```
108
Properties=species:S:1:pos:R:3:forces:R:3
C 4.95570 -4.23046 -3.28072 -2.2581 -0.4783 -0.9456
N 4.15570 -3.43782 -4.15774 3.9765 2.2794 3.1075
C 4.23799 -2.11574 -4.07948 -0.9287 1.0352 -0.7046
C 3.14846 -1.40766 -4.83809 -1.2903 0.8504 -2.0898
O 4.98809 -1.54868 -3.34091 1.1296 1.0157 0.8447
H 5.92579 -4.01179 -3.09193 2.7995 2.0171 0.1571
H 5.04135 -5.10800 -3.77171 0.2870 -3.3754 -1.5426
H 4.52716 -4.49427 -2.37205 -1.2293 0.0822 1.8711
H 3.48364 -3.68875 -4.72907 -3.6596 -2.7741 -3.0979
H 3.17777 -0.37187 -5.05488 1.4311 1.5574 0.9467
H 2.25325 -1.46330 -4.28802 -1.2225 -0.3855 1.2285
H 2.74864 -1.55226 -5.86809 0.9574 -1.7971 0.2478
C 1.54696 2.45715 2.72676 -4.8788 -2.9122 -2.7779
N 0.34590 2.61040 1.90657 -1.7071 0.0386 -0.3043
C -0.31297 3.76928 1.78846 2.7004 -0.1947 0.6075
C -1.28435 3.82290 0.76229 -0.1803 -4.2385 5.6116
O 0.00093 4.72188 2.44951 0.0744 1.9176 1.4790
H 2.22661 2.92790 2.23844 5.0666 2.9553 -2.2636
H 1.60350 1.43817 2.66350 1.5115 -2.8724 -0.1665
H 1.41812 2.61358 3.68657 -0.7112 1.7732 4.6482
H -0.00810 1.96866 1.19230 1.2448 -0.5760 0.7917
H -1.68556 4.64978 0.68341 -3.9350 8.5090 0.1591
H -2.05179 3.16502 0.91707 -2.1904 -2.0119 0.8192
H -1.07977 3.67484 -0.12737 3.3941 -2.1296 -8.5021
C -0.96761 -0.43237 -3.57345 1.4238 3.1374 3.3872
N -1.52126 0.83772 -4.12117 -1.4323 -4.3870 -4.3988
C -1.53073 1.98418 -3.51488 1.9280 1.0120 4.4647
C -2.08790 3.14618 -4.20615 -3.1276 1.8364 -1.3898
O -1.03628 2.02163 -2.35353 -0.8496 0.8555 -1.4359
H -0.74582 -1.27865 -4.08025 0.6750 -1.7411 -3.4673
H -1.62717 -0.86125 -2.91839 -2.4178 -0.6496 1.8305
H -0.09410 -0.35160 -2.83897 -0.8443 0.9407 -1.4475
H -2.14539 0.70514 -5.00132 1.5981 0.4550 2.1268
H -3.11908 3.35221 -3.70865 1.2374 -0.7564 -1.1470
H -2.19243 3.05707 -5.34903 -0.0993 -0.2431 1.7759
H -1.70109 4.15555 -4.06574 1.0721 -0.5184 0.4342
C -1.72918 0.02131 0.80213 4.3187 6.4254 2.5593
N -0.42272 0.43864 0.12210 -5.1059 2.1139 -1.7421
C 0.60132 -0.36835 0.11744 3.9691 -0.4395 -0.3368
C 1.72916 -0.02908 -0.81514 -1.0004 -2.5767 -3.6424
O 0.89467 -1.17151 0.97266 -1.3737 -1.6987 1.3255
H -2.51670 0.46472 0.33768 -2.1871 1.0429 -1.7803
H -1.71500 0.54014 1.84764 0.0260 -1.3880 -1.5213
H -1.78612 -0.94312 0.87507 -0.3190 -5.5942 0.4863
H -0.58221 1.13912 -0.69510 0.5410 -1.9528 1.4205
H 1.39782 0.75455 -1.48764 0.3263 0.0790 -0.5099
H 2.19753 -0.99942 -1.44816 -1.4983 2.6417 1.8321
H 2.46886 0.32713 -0.20527 2.2122 0.8042 1.4571
C -4.58626 -3.79143 -1.79479 -1.5125 2.0898 -3.9987
N -3.49249 -4.02324 -0.96473 2.1855 -0.6616 3.1114
C -2.22669 -3.75092 -1.30851 1.8757 -1.3044 -0.5954
C -1.19674 -4.10160 -0.17596 -0.8105 0.6522 -4.1503
O -1.84485 -3.41727 -2.43076 -0.6584 0.3283 0.6217
H -4.49413 -2.70533 -2.27892 -0.7709 -1.3224 2.0267
H -5.55017 -4.03353 -1.24360 1.1784 0.4903 -1.2961
H -4.46988 -4.16905 -2.93954 -0.3247 -0.7825 2.9818
H -3.42872 -4.26281 0.07560 -1.7684 0.3522 -2.3423
H -0.67991 -4.98760 -0.48244 -0.0681 -0.8882 0.1255
H -1.71730 -4.15033 0.70767 -0.3031 -0.0186 2.5081
H -0.49015 -3.34478 -0.37078 1.0414 1.2000 1.0192
C -2.06730 3.02424 4.80206 3.7186 -2.6257 5.2152
N -1.19131 1.88561 4.35253 -5.4476 0.9170 3.5639
C -0.81783 0.91967 5.15293 3.8347 -1.6249 0.6063
C 0.10888 -0.31158 4.69515 0.1137 -0.1628 1.8114
O -0.97719 1.05007 6.33161 -1.1403 -0.6507 2.6061
H -2.03252 3.83092 4.18513 -0.4670 1.7403 -2.4116
H -1.42748 3.42728 5.74467 -1.9425 -0.7330 -1.6423
H -2.98905 2.58381 5.17488 -0.1838 0.6404 -0.2283
H -0.74638 2.06886 3.60566 3.8849 0.9689 -7.0906
H -0.19089 -1.17578 5.31307 -0.7697 0.4067 -0.0543
H 1.15904 -0.25302 5.23867 -1.7036 0.6445 -2.0130
H -0.00344 -0.71856 3.67980 0.8091 0.7895 -0.0245
C 4.77807 0.11600 4.75921 -2.6286 -1.2553 -1.5669
N 4.09836 -1.05554 4.26180 0.1716 0.4077 1.5621
C 3.70371 -1.25259 3.03361 -0.1679 3.4776 -4.4012
C 3.18448 -2.56876 2.62198 2.1238 -4.0498 -3.9300
O 3.82921 -0.30653 2.16977 -0.4532 -2.4700 2.3206
H 5.33706 0.48816 4.00989 3.0071 0.8677 -2.1336
H 5.11410 -0.03884 5.68880 2.3839 -1.1299 3.0245
H 4.17934 0.93001 4.94744 -2.5245 1.8064 0.1239
H 4.03038 -1.81101 4.87205 -0.1472 -1.2845 1.0600
H 3.70306 -3.54279 2.94713 0.0287 1.7944 0.3046
H 3.28804 -2.72795 1.42833 0.4282 1.0996 2.4999
H 2.21575 -2.96166 2.56933 -2.2804 0.8816 1.1019
C 0.61166 0.43539 -6.90825 -3.8999 9.7199 -5.8974
N 0.68843 1.39887 -5.77325 -5.2387 -3.3894 -2.5290
C 1.81734 1.96061 -5.60390 -1.3832 4.8336 6.1900
C 1.81172 2.65215 -4.18420 2.3207 0.2549 2.8023
O 2.72081 2.07664 -6.31692 4.3330 -0.5364 -3.5708
H -0.42594 0.45590 -7.37914 1.0469 -0.5090 1.1125
H 0.93669 -0.38211 -6.67501 2.9156 -9.4397 2.9495
H 1.23719 0.62011 -7.95349 -1.0871 0.6220 2.9894
H -0.21780 1.54193 -5.17910 3.1082 -0.5690 -1.5007
H 1.19129 3.53685 -3.73782 0.4767 -1.7235 -1.6350
H 2.89133 2.97867 -3.94217 -1.5021 -0.3214 -0.7435
H 1.71916 1.79141 -3.44339 -0.3097 1.0278 -0.7265
C -3.73947 -0.65570 5.88979 1.8818 -2.8117 -0.2112
N -3.63127 0.04914 4.61968 3.6520 -0.0912 1.6238
C -4.62288 0.63147 3.93826 1.0929 1.6972 -2.9872
C -4.25181 1.66714 2.79537 0.4623 -3.0546 -1.0081
O -5.76725 0.34519 4.01239 -2.9983 -0.9975 1.1721
H -3.70053 -0.02227 6.75431 0.1506 0.3742 0.3350
H -2.90922 -1.52283 5.98061 -1.0126 2.5080 -0.3118
H -4.52684 -1.35301 5.97825 -1.7944 -0.0091 -0.2898
H -2.62152 0.39618 4.59901 -2.7343 -0.2213 -0.9898
H -4.82482 1.53717 1.82237 0.1350 -0.2322 1.5915
H -3.22959 1.46280 2.49989 0.3334 0.6038 0.1794
H -4.39702 2.63722 3.12122 -0.1148 1.9900 0.7335
```
Positions in Å, forces in eV/Å.

DFT (the ωB97M-V functional and the def2-TZVPD basis) results for C30H66AsF6N2O6Sn as an isolated structure in a non-equilibrium geometry.

Properties
**Lowest unoccupied orbital energy**: -6.4450 eV
**Charge**: +1
**DFT total energy**: -130414.0616 eV
**Kohn-Sham gap**: 3.29 eV
**Maximum force**: 3.251 eV Å⁻¹

```
112
Properties=species:S:1:pos:R:3:forces:R:3
Sn -1.83055 1.40602 -4.39487 1.0547 0.0474 2.2726
As -0.00779 0.35789 -0.10775 0.7349 0.8143 2.0431
F 1.35681 1.42531 -0.52500 -1.2932 -0.9628 -0.1705
F -0.87192 0.88140 -1.60774 0.1875 -0.2724 -0.1369
F -1.41204 -0.64729 0.32589 1.2548 0.8839 -0.5125
F 0.87810 -0.05875 1.40117 -1.3518 0.1502 -1.7173
F -0.81354 1.79202 0.73312 0.8882 -1.8746 -1.1518
F 0.74808 -1.01867 -0.97418 -0.8362 1.3815 0.5487
C 0.21730 4.41706 -2.60534 1.1130 -0.2193 -0.5522
C -1.09757 4.94496 -3.18206 0.0105 -0.1705 -0.1809
N -2.28077 4.11236 -2.90512 -0.1278 -1.4932 -0.0543
C -2.39155 3.80440 -1.45519 -1.1581 -1.7664 0.1870
C -2.45326 4.94906 -0.48501 0.1843 0.7135 0.6902
C -3.53205 4.71160 -3.45132 -0.2789 -0.0833 -0.6787
C -4.80570 3.82560 -3.42531 0.6714 0.4965 1.1664
H 0.36425 4.03727 -1.59427 -1.0429 0.2581 0.2487
H 1.02059 5.14819 -2.69631 -0.2901 0.4933 -0.1156
H 0.63810 3.61212 -3.20792 -0.3347 -0.4033 -0.3479
H -1.30316 5.97841 -2.90308 0.0001 0.0975 0.4632
H -1.05294 4.98207 -4.27051 0.4106 0.0734 -0.1215
H -3.25536 3.15379 -1.31859 -0.7348 0.4367 -0.3654
H -1.70980 3.00951 -1.15275 0.9903 0.7486 -0.1729
H -2.84610 4.64999 0.48676 0.2702 -0.6212 0.0085
H -1.46497 5.36423 -0.28753 -0.0497 0.1967 -0.0815
H -3.15333 5.75523 -0.70428 0.1513 0.0884 -0.6699
H -3.39451 5.03430 -4.48333 0.5899 -0.1505 -0.1377
H -3.67334 5.65350 -2.92125 -0.4078 -0.0001 0.2525
H -5.02644 3.66215 -2.37049 -0.3107 -0.2818 -0.1552
H -4.72207 2.84249 -3.88858 0.3617 -0.0657 -0.0855
H -5.68029 4.30189 -3.86842 0.2907 0.3048 -0.0786
C 4.53312 -3.07410 3.34773 0.2347 -0.8748 -0.0140
C 5.44028 -2.81264 2.13708 0.3435 1.2577 0.8233
N 4.81859 -2.74635 0.83567 -0.9263 0.3460 -1.3488
C 3.90870 -1.57005 0.60647 0.3024 0.2111 1.1719
C 4.58669 -0.21404 0.83357 1.2872 -0.4483 0.1463
C 4.15303 -4.02057 0.48971 -0.5597 1.1665 0.2183
C 5.08457 -5.19621 0.41785 0.2850 -0.2158 0.3471
H 4.01446 -4.02390 3.21745 -0.3367 0.0483 0.0490
H 3.81510 -2.28418 3.56808 0.0379 0.0342 -0.2955
H 5.11759 -3.22014 4.25612 0.2370 0.1710 -0.0367
H 5.92192 -1.85845 2.35073 0.0199 0.2012 -0.2826
H 6.31314 -3.46381 2.09026 -0.3367 -0.5365 0.0679
H 3.48226 -1.52178 -0.39549 0.1987 -0.7168 -0.1921
H 3.06068 -1.61077 1.29006 -0.3938 -0.1655 0.1258
H 5.03162 -0.12839 1.82494 -0.3069 -0.0427 0.2147
H 5.46477 -0.18666 0.18834 0.0351 0.2283 -0.3068
H 4.00720 0.69702 0.68437 -0.4412 -0.3786 -0.2065
H 3.55740 -3.87099 -0.41082 0.5045 0.0882 -0.5337
H 3.35035 -4.23843 1.19423 -0.1771 -0.1593 0.5451
H 6.06818 -4.90971 0.04563 -0.1530 -0.0638 -0.5007
H 4.61494 -5.99271 -0.15932 0.3006 -0.0326 -0.1203
H 5.28966 -5.59675 1.41062 -0.1551 -0.0643 0.1181
C 2.65117 -0.86830 -4.64853 -0.3724 0.9417 0.8226
C 2.32086 0.49063 -4.00189 -0.0575 -0.1982 -0.9407
O 1.31385 1.10714 -4.34350 -0.5195 -0.0192 0.2480
C 3.26387 1.06319 -2.98410 -0.2674 -0.2480 0.2782
H 3.71824 -0.90578 -4.86775 -0.1173 -0.1656 -0.1557
H 2.00078 -1.05998 -5.50197 0.2521 0.1772 -0.0242
H 2.42011 -1.62172 -3.89549 0.1737 -0.1371 0.1113
H 2.94091 2.05136 -2.65651 0.1166 -0.0576 -0.2216
H 4.31059 1.03647 -3.28705 -0.1006 0.0981 -0.2650
H 3.21547 0.41923 -2.10599 -0.0572 -0.1572 0.1732
C -2.42136 -1.31961 3.15117 1.2309 -0.3487 0.3943
C -2.61693 -1.29780 4.66279 -1.0128 1.1413 -0.1634
O -1.72014 -1.55164 5.42677 0.0669 -0.1183 -0.2703
C -4.00042 -0.93148 5.15103 -0.3888 -0.2602 0.3918
H -1.35221 -1.14129 3.03622 0.0832 -0.2358 -0.3277
H -2.90394 -0.62530 2.46331 -0.5226 0.0617 0.6603
H -2.63754 -2.34790 2.86136 0.0171 -0.0884 -0.3049
H -4.37699 0.02281 4.78275 0.3683 0.1402 -0.1830
H -4.06640 -0.92648 6.23902 0.1981 -0.0362 -0.0628
H -4.71990 -1.66288 4.78295 -0.0090 -0.2090 -0.0879
C 1.88731 2.75556 2.33027 0.6848 -0.7014 -0.0514
C 0.95291 3.52056 3.22217 0.9812 -0.5204 0.5158
O 1.12209 4.70009 3.37343 -0.5103 0.8753 0.0695
C -0.06532 2.72031 3.99567 -0.5449 -0.0311 -0.6210
H 2.92379 3.07006 2.45239 -0.0997 0.4871 0.2120
H 1.67035 2.89227 1.27086 -0.2923 -0.1277 0.1203
H 1.90014 1.69664 2.58838 -0.3092 -0.0454 -0.3221
H -0.47849 1.97965 3.31097 -0.2446 -0.0194 -0.0840
H -0.85409 3.37830 4.36036 0.1097 -0.1030 0.1570
H 0.35798 2.11915 4.80036 0.3023 0.3068 0.1097
C -5.98862 1.44727 -0.37385 0.2805 0.0462 0.4983
C -4.97957 0.55949 -1.01404 1.2821 -1.5905 -0.5661
O -4.43169 0.85414 -2.07216 -0.0982 0.0712 0.2375
C -4.54567 -0.76160 -0.28811 -0.2917 1.0731 -0.2300
H -6.97560 1.13998 -0.71960 -0.1115 0.0088 0.1807
H -5.82991 2.50172 -0.59975 0.0030 -0.1471 -0.2673
H -5.89497 1.32791 0.70554 -0.3973 -0.0644 0.0433
H -3.99297 -1.45276 -0.92445 -0.2971 0.3444 -0.1396
H -5.33021 -1.30472 0.23878 -0.2311 0.2699 -0.1278
H -3.83820 -0.42570 0.47002 0.0831 0.0287 0.1369
C 0.22620 -3.36583 1.23921 1.2055 0.2586 -0.0958
C 0.13597 -3.87043 2.65817 -2.3151 -2.1660 0.7176
O -0.61089 -4.84029 2.91763 1.9497 2.2733 -0.3563
C 0.88516 -3.08360 3.71748 0.7549 0.0820 -0.4019
H -0.70183 -2.91575 0.88664 0.0656 0.0046 0.2639
H 0.55315 -4.12690 0.53072 -0.3793 -0.4652 0.1673
H 1.05314 -2.65604 1.21768 -0.3910 0.4522 -0.2753
H 1.66746 -2.48268 3.25380 -0.0754 0.0394 -0.2200
H 1.42361 -3.69848 4.43866 -0.5299 -0.2641 0.1177
H 0.24611 -2.36254 4.22717 -0.3136 -0.3056 0.1449
C -1.75557 -2.54480 -2.09071 -0.3278 -0.5038 -0.8617
C -0.69831 -2.40310 -3.19187 -0.3728 -0.9661 0.9680
O -0.66720 -1.44406 -3.92022 -0.2266 1.7399 -1.0209
C 0.23302 -3.59656 -3.40607 -0.9165 0.8855 0.2723
H -2.53980 -1.78979 -2.14583 0.7094 0.5945 0.1341
H -1.38277 -2.71199 -1.08018 0.1798 0.2592 -0.2386
H -2.34292 -3.42715 -2.34481 0.2230 -0.5205 -0.0187
H 0.73020 -3.60747 -4.37602 -0.1836 0.1995 0.0880
H -0.45552 -4.43468 -3.29852 0.6258 -0.4564 0.1391
H 0.97284 -3.53092 -2.60829 -0.0100 -0.4559 0.1486
```
Positions in Å, forces in eV/Å.

DFT (the ωB97M-V functional and the def2-TZVPD basis) results for a 2-piece molecular cluster, C6H16 overall in a non-equilibrium geometry.

Properties
**Lowest unoccupied orbital energy**: 1.0609 eV
**Charge**: 0
**SMILES string**: CCC.CCC
**DFT total energy**: -6479.2159 eV
**Kohn-Sham gap**: 11.86 eV
**Maximum force**: 6.295 eV Å⁻¹

```
22
Properties=species:S:1:pos:R:3:forces:R:3
C -1.36588 3.16840 -0.69301 -1.0734 -0.7163 -2.3429
C -0.63714 1.76935 -0.75660 -1.5778 0.9197 3.1972
C -1.70173 0.71823 -1.13447 0.5177 -2.6357 0.4298
H -2.48086 2.99523 -0.89351 1.2816 0.5507 1.4819
H -1.02576 3.84854 0.07698 -0.5370 -0.1427 0.4492
H -1.17220 3.69307 -1.63841 0.4486 0.0928 0.0976
H -0.16905 1.64523 0.32702 -0.6869 -0.2760 -2.4732
H 0.07431 1.90736 -1.52359 1.2699 -0.5508 -0.4561
H -2.68023 0.89972 -0.71854 -0.4208 0.9136 -0.2353
H -1.63990 -0.35855 -0.71218 0.9779 1.5059 -0.5966
H -1.74304 0.55422 -2.22548 -0.2431 0.3583 0.4355
C 1.47446 -2.70218 -0.10864 -1.3044 -2.2002 1.3306
C 1.15503 -1.33253 0.58118 0.9802 -1.7790 -1.7884
C 1.10906 -1.39260 2.02702 1.7655 -5.2700 2.9557
H 0.67521 -3.60961 -0.27985 1.4462 2.8031 -0.0044
H 2.11148 -3.21061 0.64265 0.0428 0.2107 -0.3606
H 2.13795 -2.49806 -0.93891 -0.4046 -0.4464 -0.6221
H 2.06648 -0.86229 0.25045 0.2840 1.0547 0.3492
H 0.37703 -0.74600 0.21934 -1.6016 0.5929 -1.1804
H 0.42750 -2.21136 2.57566 1.2047 1.2611 -1.7980
H 2.18018 -1.69542 2.36681 -1.7381 0.5538 -0.0987
H 0.82710 -0.58016 2.55609 -0.6314 3.1999 1.2300
```
Positions in Å, forces in eV/Å.